# 1
{"formula": "C5H42O16", "method": "the ωB97M-V functional and the def2-TZVPD basis", "relative_energy_kcal_mol": 51.1, "orbital_gap_ev": 10.2906, "molar_mass_da": 358.38, "symbols": ["C", "O", "C", "C", "C", "C", "H", "H", "H", "H", "H", "H", "H", "H", "H", "H", "H", "H", "H", "H", "O", "H", "H", "O", "H", "H", "O", "H", "H", "O", "H", "H", "O", "H", "H", "O", "H", "H", "O", "H", "H", "O", "H", "H", "O", "H", "H", "O", "H", "H", "O", "H", "H", "O", "H", "H", "O", "H", "H", "O", "H", "H", "O"], "positions_angstrom": [[0.4966, 0.8009, 0.3329], [1.6092, -0.1128, 0.1219], [-0.6833, 0.1575, -0.3686], [-1.7242, -0.6351, 0.4197], [-2.4649, -1.6186, -0.5172], [-2.7286, 0.3573, 1.0287], [0.7535, 1.7778, -0.0722], [0.4361, 0.9666, 1.4133], [2.3339, 0.1279, 0.7310], [-0.2998, -0.4957, -1.1763], [-1.2849, 0.8709, -0.9568], [-1.1761, -1.1978, 1.1759], [-1.9149, -2.5132, -0.6988], [-3.3599, -1.9168, 0.0182], [-2.7981, -1.0287, -1.3737], [-3.2284, 1.0716, 0.3771], [-2.1533, 0.9281, 1.7773], [-3.4155, -0.2769, 1.6086], [1.0129, -1.1380, 3.7969], [-0.5859, -1.1103, 3.6639], [0.1720, -1.0847, 4.2514], [1.3730, -3.2790, 2.7960], [1.6785, -3.2534, 1.2594], [1.5124, -3.8197, 2.0165], [0.2244, 1.4735, 4.2341], [0.6787, 2.6165, 3.3175], [1.0034, 1.8699, 3.8333], [-3.2414, 0.4631, -2.9302], [-4.2849, 1.4003, -2.3686], [-3.3731, 1.1736, -2.2661], [1.7357, -1.7397, -0.3641], [0.6087, -2.5652, -0.6678], [1.5570, -2.5791, -0.8785], [-1.4918, -0.4717, -4.3327], [-2.1652, -1.3680, -3.4271], [-2.3995, -0.6390, -4.0284], [2.3386, -2.8080, -3.3877], [2.4348, -1.8946, -2.2253], [2.4623, -1.8716, -3.2055], [1.7404, 3.4170, -1.3401], [2.3488, 4.5854, -0.5891], [2.2732, 3.6262, -0.5382], [-0.8567, 4.6362, 2.1441], [0.4003, 4.2707, 1.4581], [0.0981, 4.6660, 2.2882], [1.2467, 0.6852, -4.2116], [1.2272, -0.6714, -3.6137], [0.6451, 0.1110, -3.7219], [-2.3615, -3.2399, 2.3726], [-1.4835, -3.3683, 3.7030], [-1.6794, -2.8509, 2.9199], [-1.3604, -3.6964, -3.0198], [-0.1743, -2.7474, -2.7764], [-1.0880, -2.9199, -2.5186], [3.1172, -0.1212, 3.3697], [2.7687, 0.9657, 2.3618], [2.7988, -0.0069, 2.4699], [3.3053, 3.3096, 1.7622], [3.4442, 2.4692, 0.5077], [3.2579, 2.4047, 1.4458], [0.4438, 1.8672, -2.4470], [-0.3319, 3.1406, -2.4271], [0.5713, 2.8301, -2.5270]], "forces_ev_per_angstrom": [[0.638, -0.625, 0.055], [0.391, 0.701, 0.047], [-0.666, -0.014, -1.348], [0.029, 0.471, -0.934], [-0.487, 1.283, 1.607], [0.976, -0.928, 1.802], [0.004, -0.035, -0.290], [-0.572, -0.287, 0.032], [-0.492, -0.408, -0.212], [0.283, 0.258, 0.389], [0.334, 0.214, 0.255], [-0.355, 0.002, 0.413], [0.319, -0.163, -0.448], [-0.439, -0.147, 0.057], [0.184, -0.565, -0.203], [0.053, -0.465, -0.371], [-0.330, 0.153, -0.085], [-0.336, 0.609, -0.145], [-0.222, 0.288, -0.739], [0.312, -0.266, -0.616], [-0.134, 0.060, 1.259], [-0.049, 0.281, -0.160], [0.051, 0.231, 0.008], [0.005, -0.605, 0.104], [0.031, -0.215, 0.043], [-0.043, 0.231, 0.102], [0.032, 0.200, -0.095], [0.425, 0.386, 0.075], [-0.906, 0.384, 0.042], [0.502, -0.342, -0.132], [0.305, -0.153, -0.456], [-0.084, -0.641, -0.478], [-0.543, 0.686, 1.571], [-0.168, 0.693, -0.201], [-0.490, -0.130, 0.131], [0.812, -0.781, 0.054], [0.123, -0.065, -0.302], [-0.221, 0.118, -0.451], [0.163, -0.092, 0.069], [0.069, -0.204, 0.248], [0.203, 0.030, 0.067], [-0.461, 0.680, -0.802], [-0.029, 0.193, 0.374], [0.442, 0.037, 0.044], [-0.301, -0.444, -0.526], [-0.288, 0.266, -0.105], [-0.131, -0.115, 0.294], [0.316, -0.034, -0.221], [-0.073, -0.433, 0.279], [-0.305, -0.380, -0.142], [0.326, 0.866, -0.115], [0.087, -0.058, -0.034], [0.108, -0.033, -0.059], [0.277, -0.165, -0.646], [0.106, -0.024, -0.031], [0.052, -0.171, 0.189], [0.146, -0.088, 0.422], [-0.102, 0.015, 0.048], [-0.221, 0.150, -0.281], [0.459, -0.227, 0.781], [0.321, -0.042, -0.228], [-0.199, 0.323, -0.053], [-0.235, -0.464, 0.047]]}

=====

# 2
{"formula": "C20H40BeF3N3O6S3", "method": "the ωB97M-V functional and the def2-TZVPD basis", "orbital_gap_ev": 2.0804, "molar_mass_da": 580.76, "symbols": ["Be", "C", "O", "O", "C", "F", "F", "F", "C", "C", "H", "H", "H", "H", "H", "H", "C", "C", "O", "H", "H", "H", "H", "H", "C", "S", "O", "C", "H", "H", "H", "H", "H", "H", "C", "S", "O", "C", "H", "H", "H", "H", "H", "H", "C", "S", "O", "C", "H", "H", "H", "H", "H", "H", "C", "C", "N", "H", "H", "H", "C", "C", "N", "H", "H", "H", "N", "C", "C", "C", "C", "H", "H", "H", "H", "H"], "positions_angstrom": [[-6.8421, 13.9411, 17.3507], [-7.7382, 11.2927, 13.1472], [-8.8648, 11.2695, 14.0659], [-6.9854, 12.3890, 13.6374], [-6.9359, 9.9306, 13.0337], [-5.6625, 10.1346, 13.2832], [-7.3540, 8.8973, 13.7740], [-7.0043, 9.3878, 11.8274], [-10.2389, 11.3971, 13.5519], [-11.1475, 11.8120, 14.7462], [-11.4214, 11.0400, 15.4652], [-10.6171, 12.5962, 15.2862], [-12.0731, 12.1782, 14.3020], [-10.6766, 10.4585, 13.2119], [-10.4336, 12.2406, 12.8895], [-8.1430, 11.6217, 12.1901], [-9.8485, 20.3386, 18.2179], [-9.1008, 19.1810, 18.8783], [-9.4438, 17.9343, 18.3957], [-9.6184, 20.5388, 17.1715], [-9.6316, 21.1536, 18.9085], [-10.9288, 20.2395, 18.3242], [-9.3195, 19.3035, 19.9391], [-8.0245, 19.3528, 18.8928], [-1.1361, 17.6024, 17.8829], [-2.4899, 18.3526, 16.8789], [-3.7331, 17.5666, 17.3448], [-2.5742, 20.0853, 17.4132], [-1.1176, 16.5351, 17.6622], [-1.3495, 17.5971, 18.9518], [-0.2123, 18.1806, 17.8657], [-3.3791, 20.1795, 18.1421], [-2.9758, 20.6367, 16.5630], [-1.6204, 20.5779, 17.6021], [-15.0320, 17.9118, 16.4151], [-16.4148, 18.5929, 15.3046], [-17.5066, 19.1640, 16.1950], [-15.6532, 20.1825, 14.6916], [-14.0588, 17.7834, 15.9412], [-15.4232, 17.0750, 16.9938], [-14.8812, 18.7027, 17.1499], [-16.1742, 20.7901, 13.9517], [-14.7057, 20.0837, 14.1617], [-15.3246, 20.8202, 15.5122], [-5.7641, 28.3143, 19.9067], [-6.6803, 27.2116, 20.9860], [-8.1884, 27.5724, 20.7659], [-6.2003, 25.6836, 20.0866], [-6.1636, 29.3036, 20.1299], [-5.8323, 28.0176, 18.8600], [-4.7034, 28.3311, 20.1571], [-6.5562, 25.7518, 19.0586], [-6.6388, 24.8079, 20.5652], [-5.1210, 25.5318, 20.0704], [-13.8882, 17.1510, 22.4179], [-14.9823, 16.1350, 22.4495], [-15.8128, 15.3658, 22.5323], [-13.1948, 16.8930, 23.2183], [-14.2853, 18.1534, 22.5779], [-13.3702, 17.1104, 21.4596], [-7.3026, 18.4953, 13.3714], [-6.4310, 18.4244, 12.2001], [-5.7191, 18.4092, 11.2833], [-8.3014, 18.7570, 13.0220], [-6.9538, 19.2059, 14.1206], [-7.3478, 17.4855, 13.7793], [-14.2656, 26.5319, 20.8970], [-14.1635, 25.2414, 20.4042], [-15.4590, 24.7404, 20.2365], [-16.3571, 25.7619, 20.5080], [-15.5863, 26.8415, 20.8024], [-13.5032, 27.1054, 21.2287], [-13.2433, 24.6879, 20.2892], [-15.8722, 23.8518, 19.7825], [-17.4363, 25.7251, 20.4872], [-15.8736, 27.8446, 21.0811]], "forces_ev_per_angstrom": [[-0.091, -0.004, -0.342], [-0.096, 2.987, 2.435], [-0.847, -0.889, -1.066], [-0.740, -2.249, -1.060], [-0.527, -0.392, 0.162], [0.777, 0.300, 0.443], [-0.462, 0.496, 1.529], [-0.217, 0.618, -1.978], [-0.365, 0.095, 2.206], [0.700, -0.088, -0.243], [0.307, -0.247, -0.201], [-0.298, 0.206, 0.010], [-0.039, 0.218, 0.187], [0.654, -0.112, -0.661], [0.949, -0.282, -0.682], [0.216, -0.403, -0.668], [0.041, 0.124, 0.840], [-1.899, -0.953, -1.871], [0.889, 1.067, 0.867], [0.237, 0.075, 0.192], [0.222, 0.753, -0.594], [-0.032, -0.471, -0.163], [-0.100, -0.602, 0.887], [0.739, -0.201, -0.238], [-0.545, 0.764, 1.083], [-0.661, -2.135, 0.416], [1.521, 1.676, -0.487], [-0.761, 0.176, -0.376], [0.406, 0.302, -0.715], [-0.755, 0.322, 0.099], [0.193, -0.382, -0.853], [0.565, -0.068, 0.628], [0.005, -0.266, -0.363], [-0.010, -0.420, 0.562], [-0.627, 1.779, 0.232], [-0.482, 1.591, 0.510], [1.240, -1.162, -0.566], [1.828, -0.077, -0.081], [-0.369, -0.452, -0.380], [0.013, -0.231, -0.599], [-0.071, 0.185, 0.088], [-1.098, -0.538, 0.438], [0.276, -0.968, -0.089], [-0.701, -0.126, 0.455], [0.346, 0.222, 0.069], [-2.270, 0.386, -0.324], [3.148, -1.159, 0.096], [-0.538, -0.063, -0.119], [-0.080, -0.051, -0.355], [-0.423, 0.223, 0.039], [0.011, -0.200, 0.273], [-0.112, 0.039, 0.024], [-0.163, 0.203, 0.083], [0.064, 0.400, 0.216], [-0.594, -0.790, 0.032], [1.764, 1.882, -0.067], [-1.138, -1.101, 0.026], [0.051, 0.153, -0.077], [-0.034, -0.141, 0.001], [-0.045, -0.003, 0.079], [-0.169, -0.507, -0.432], [1.261, 0.430, -1.125], [-1.064, -0.063, 1.267], [-0.009, 0.107, 0.185], [0.051, -0.102, -0.166], [-0.059, 0.122, 0.286], [-0.202, -1.606, -1.516], [-0.630, -1.299, 0.532], [0.902, -0.299, -0.746], [-0.081, 1.050, 0.023], [-0.553, 2.285, 1.835], [-0.342, -0.043, -0.316], [0.085, 0.367, 0.120], [0.897, -0.493, 0.193], [0.152, 0.088, -0.173], [-0.206, -0.052, 0.043]]}

=====

# 3
{"formula": "C29H57F3IN4O7PS2Si", "method": "the ωB97M-V functional and the def2-TZVPD basis", "orbital_gap_ev": 1.9912, "molar_mass_da": 880.89, "symbols": ["C", "C", "O", "C", "N", "C", "C", "O", "Si", "C", "C", "C", "C", "S", "C", "I", "N", "C", "C", "C", "F", "C", "F", "F", "C", "C", "C", "C", "O", "O", "P", "N", "C", "S", "C", "O", "O", "H", "H", "H", "H", "H", "H", "H", "H", "H", "H", "H", "H", "H", "H", "H", "H", "H", "H", "H", "H", "H", "H", "H", "H", "H", "H", "H", "H", "H", "H", "H", "H", "H", "H", "H", "H", "H", "H", "H", "C", "C", "C", "C", "C", "C", "N", "O", "C", "C", "C", "H", "H", "H", "H", "H", "H", "H", "H", "H", "H", "H", "H", "H", "H", "H", "H", "H", "H"], "positions_angstrom": [[-0.9112, 4.2214, 3.9701], [-1.5904, 3.0809, 3.2199], [-0.6984, 1.9488, 3.2154], [-1.1935, 0.8523, 2.5473], [-1.2053, -0.3761, 3.4433], [-1.4551, 0.0212, 4.8886], [-0.2923, 0.4850, 5.7638], [0.2243, -0.6314, 6.4772], [1.6428, -0.4641, 7.3706], [1.8091, -2.0827, 8.2765], [3.1683, -0.2716, 6.3111], [1.5143, 0.9249, 8.6133], [0.0733, -1.2119, 3.4128], [1.5838, -0.2519, 3.1694], [0.0460, -2.3015, 2.3122], [-0.1032, -4.3190, 3.3549], [-0.8529, -2.0853, 1.2940], [-0.4999, -2.6084, -0.0254], [0.3407, -1.6253, -0.8782], [-0.3328, -1.1597, -2.1177], [-1.0947, -2.1165, -2.7914], [-0.1450, 0.0718, -2.6711], [0.6185, 0.3969, -3.7014], [-0.6736, 1.2258, -2.2086], [-2.2688, -1.8099, 1.5595], [-3.0628, -3.1692, 1.5168], [-4.2591, -3.3001, 0.5573], [-3.8687, -3.8970, -0.7740], [-3.2715, -4.9357, -0.8628], [-4.2517, -3.1851, -1.8422], [-2.8304, -0.6151, 0.1857], [-4.0214, 0.3386, 0.5370], [-2.3593, -1.2897, 3.0138], [-4.0437, -0.7345, 3.5444], [-4.3054, -1.3832, 5.1813], [-4.9939, -1.4165, 2.7161], [-4.1425, 0.6976, 3.6151], [0.1542, 4.0078, 4.0637], [-1.3122, 4.3343, 4.9770], [-1.0167, 5.1637, 3.4362], [-2.5322, 2.8174, 3.7077], [-1.8031, 3.3878, 2.1929], [-2.2363, 1.0209, 2.2612], [-0.6618, 0.6055, 1.6277], [-1.8137, -0.8801, 5.3826], [-2.2078, 0.8029, 4.8910], [0.4614, 1.0831, 5.2548], [-0.7573, 1.1596, 6.4953], [1.0482, -2.1748, 9.0525], [1.6335, -2.8814, 7.5480], [2.8112, -2.2205, 8.6805], [3.2684, 0.7354, 5.9019], [4.0249, -0.4968, 6.9501], [3.1651, -0.9886, 5.4894], [1.1627, 1.8623, 8.1802], [0.8608, 0.6126, 9.4298], [2.5142, 1.0819, 9.0259], [0.1812, -1.7274, 4.3640], [1.3314, 0.2036, 1.9361], [1.0363, -2.3701, 1.8783], [0.1053, -3.5093, 0.1236], [-1.3660, -2.9351, -0.5982], [1.3006, -2.1017, -1.1259], [0.5871, -0.7417, -0.2778], [-3.4418, -3.4075, 2.5101], [-2.3716, -3.9764, 1.2702], [-4.8811, -2.4104, 0.4658], [-4.9153, -4.0626, 0.9875], [-4.0867, -3.7371, -2.6247], [-3.0760, -1.4598, -0.8946], [-1.6442, 0.0558, -0.1183], [-3.7415, 1.3109, 0.4767], [-2.2111, -2.1880, 3.6255], [-3.8154, -0.7329, 5.9001], [-3.9364, -2.4033, 5.2722], [-5.3884, -1.3227, 5.2771], [2.4138, 0.6861, -9.8459], [3.0518, 1.8356, -9.0438], [1.9658, 2.8650, -8.7051], [0.9576, 2.4171, -7.6409], [1.5579, 1.4134, -6.6439], [3.0822, 1.4616, -6.5269], [3.6633, 1.2398, -7.8386], [5.0072, 1.2188, -7.8273], [3.5060, 0.2952, -5.6317], [3.5292, 2.7706, -5.8542], [4.0792, 2.5203, -9.9321], [3.1782, -0.0439, -10.1147], [1.9498, 1.0541, -10.7680], [1.6474, 0.1733, -9.2627], [2.4521, 3.7830, -8.3658], [1.4383, 3.1394, -9.6234], [0.5951, 3.3005, -7.1090], [0.0771, 1.9744, -8.1126], [1.1140, 1.5656, -5.6607], [1.2720, 0.4004, -6.9425], [3.2670, -0.6546, -6.1119], [2.9760, 0.3433, -4.6755], [4.5773, 0.3239, -5.4384], [3.0762, 2.8551, -4.8616], [3.2423, 3.6535, -6.4262], [4.6128, 2.7786, -5.7377], [3.5753, 2.9074, -10.8228], [4.8548, 1.8284, -10.2508], [4.5571, 3.3531, -9.4160]], "forces_ev_per_angstrom": [[0.135, -0.222, 0.074], [-0.057, 0.602, 0.173], [0.227, -0.257, -0.084], [-0.697, 0.568, -0.243], [-0.329, -0.215, 0.275], [0.374, 0.334, 0.338], [-0.273, 0.037, 0.621], [0.327, 0.350, -0.527], [0.440, -0.486, 0.621], [-0.381, -0.011, -0.513], [-0.439, 0.152, -0.102], [-0.022, -0.204, -0.305], [0.476, -0.450, -1.034], [0.148, 0.270, 0.527], [-0.256, 0.337, -0.268], [-0.042, -0.108, 0.090], [-0.269, 0.726, -0.039], [0.861, -0.281, -0.126], [-0.821, -0.117, 0.337], [-0.531, 0.881, 0.381], [1.127, -0.522, -0.524], [0.068, -0.136, -0.211], [-0.813, -0.226, -0.842], [0.809, 0.109, 0.881], [0.012, -0.697, -0.289], [-0.469, -0.066, -0.120], [-0.203, -0.096, 0.040], [0.095, 0.010, 0.093], [0.134, -0.165, -0.063], [-0.371, -0.118, -0.021], [-0.662, 1.011, 0.233], [0.362, -0.243, 0.081], [0.412, -0.402, 0.279], [-1.697, 0.565, -0.694], [0.540, 0.218, -0.002], [0.534, -0.471, 0.141], [0.700, -0.009, 0.351], [0.008, 0.051, -0.089], [0.001, 0.041, -0.035], [-0.060, -0.004, 0.064], [-0.019, -0.191, -0.160], [0.030, -0.202, -0.040], [-0.042, -0.145, 0.151], [0.340, -0.083, 0.270], [-0.074, 0.022, -0.086], [-0.120, -0.182, -0.220], [0.047, -0.231, -0.221], [-0.040, 0.021, -0.093], [0.148, -0.071, 0.116], [0.053, -0.074, 0.107], [-0.060, 0.038, 0.163], [0.158, -0.048, -0.037], [0.043, 0.121, -0.059], [0.096, -0.017, -0.019], [0.012, 0.068, 0.136], [-0.064, 0.174, -0.016], [-0.050, 0.101, 0.018], [-0.092, 0.445, 0.224], [-0.062, -0.167, -0.120], [0.000, -0.269, 0.189], [-0.217, -0.106, 0.110], [-0.147, 0.075, 0.209], [-0.044, 0.008, -0.045], [0.106, -0.008, -0.020], [0.098, 0.081, 0.017], [0.096, 0.123, 0.012], [0.205, 0.137, -0.054], [0.008, 0.059, 0.011], [0.181, 0.164, -0.024], [0.290, -0.225, 0.030], [0.246, -0.321, -0.135], [-0.248, 0.066, 0.007], [0.054, 0.072, 0.037], [-0.171, -0.047, 0.107], [-0.174, -0.058, -0.069], [0.028, -0.110, 0.049], [-0.064, -0.016, -0.146], [-0.482, -0.224, -0.130], [-0.080, 0.224, 0.200], [0.088, -0.005, 0.014], [-0.275, -0.016, -0.218], [-0.400, -0.032, 0.085], [0.190, 0.068, -0.040], [0.241, -0.004, 0.069], [0.123, -0.047, 0.213], [0.097, 0.141, 0.100], [0.166, 0.063, -0.072], [0.031, 0.000, 0.069], [0.020, 0.026, -0.007], [0.016, 0.014, 0.042], [0.093, -0.044, -0.013], [0.022, -0.044, -0.045], [0.004, 0.018, -0.008], [0.014, -0.038, -0.009], [0.070, 0.049, 0.050], [0.118, -0.031, -0.036], [0.002, 0.020, -0.059], [-0.019, 0.039, 0.004], [0.021, 0.011, -0.116], [-0.011, -0.017, 0.013], [-0.016, -0.020, -0.024], [0.017, -0.052, -0.127], [-0.067, 0.022, 0.022], [0.027, -0.017, 0.104], [0.046, -0.059, 0.053]]}

=====

# 4
{"formula": "C3H2LaO2", "method": "the ωB97M-V functional and the def2-TZVPD basis", "relative_energy_kcal_mol": 112.7, "charge": 2, "spin_multiplicity": 2, "orbital_gap_ev": [5.6199, 6.8044], "molar_mass_da": 208.95, "symbols": ["O", "C", "C", "H", "C", "O", "H", "La"], "positions_angstrom": [[-1.3394, 1.9408, -0.5699], [-0.2717, 1.4475, -0.8648], [0.9115, 1.2759, 0.7038], [0.8589, 1.3497, 1.7933], [0.5618, 0.1112, -0.1136], [1.8978, 0.6334, -0.0106], [0.1205, 1.5243, -1.9054], [-0.3337, -2.3523, 0.1226]], "forces_ev_per_angstrom": [[2.552, -1.625, -0.042], [-3.433, 1.462, -1.059], [0.637, -3.669, -0.776], [-0.148, 1.151, -0.278], [-0.969, 0.297, 1.715], [0.208, 0.724, 0.031], [0.674, 0.252, 0.651], [0.478, 1.409, -0.242]]}